(1)
Molecular formula: C5H17N2O3
Method: DFT, ωB97M-V/def2-TZVPD

XYZ file:
```
27
Properties=species:S:1:pos:R:3:forces:R:3:lowdin_charge:R:1
C -1.16827 -1.56629 -1.18568 -1.5 0.1 -0.7 -0.1820
O -2.30897 -0.70484 -1.35497 -0.2 0.9 0.0 -0.0959
C -0.85408 -1.69160 0.28836 -1.7 1.2 2.2 -0.4055
C 0.46668 -1.09804 0.78230 1.7 -0.5 -1.1 -0.1379
C 0.67756 0.35821 0.58841 -0.2 -0.4 0.2 -0.1133
C 1.59784 1.10462 1.18449 -1.5 1.7 -0.5 -0.0371
N 1.49029 2.53063 0.68212 -1.0 0.5 -0.4 0.1632
N -1.22553 -3.01750 0.73549 1.0 -1.0 0.4 0.0465
H -0.34484 -1.07224 -1.70460 -0.1 -0.2 -0.3 0.1156
H -1.52566 -2.49346 -1.70210 1.3 0.3 0.8 0.1458
H -3.14419 -1.17082 -1.20317 0.5 -0.2 0.0 0.1100
H -1.56270 -1.00563 0.84347 0.2 -0.7 -0.9 0.1507
H 1.32143 -1.40528 0.14174 -0.3 -1.0 0.4 0.1388
H 0.67314 -1.39139 1.80187 0.1 -0.2 0.2 0.1277
H 0.05568 0.77881 -0.21382 0.4 0.2 0.4 0.1103
H 2.23593 1.02932 2.04829 0.1 -0.6 -0.1 0.1287
H 1.75700 3.28492 1.30254 0.8 -0.1 0.4 0.1607
H 1.94189 2.60959 -0.25438 0.1 -0.2 0.4 0.1196
H 0.48785 2.76526 0.53487 0.3 -0.6 -0.1 0.1534
H -0.43911 -3.62736 0.51770 -0.3 -0.4 -0.1 0.0860
H -1.37033 -3.16120 1.74114 0.0 0.7 -0.5 0.0930
H -2.19072 0.85495 0.02655 0.4 -0.2 -0.1 0.0132
H -2.57366 2.25159 -0.16591 0.3 0.4 0.2 0.0658
O -1.84137 1.74328 0.21499 -0.8 0.1 -0.2 -0.0666
H 3.11929 1.91850 -2.25327 -0.2 -0.8 -0.2 0.0835
H 2.27711 0.61954 -1.73509 0.5 -0.2 -0.6 0.0565
O 2.44774 1.55643 -1.66131 -0.2 1.2 0.5 -0.0309
```
Forces are in eV/Å.

Output
LUMO level in eV: -2.826
Total charge: +1
Frontier orbital gap in eV: 9.80
Energy relative to the best compared isomer or geometry (same formula, charge and spin) in eV: 2.450
Strongest force on any atom in eV Å⁻¹: 2.974
Total energy in eV: -14575.7793

=====

(2)
Molecular formula: C5H17N2OW
Method: DFT, ωB97M-V/def2-TZVPD

XYZ file:
```
26
Properties=species:S:1:pos:R:3:forces:R:3:lowdin_charge:R:1
C -0.66096 2.77637 0.74078 -0.2 -1.9 0.0 -0.0549
W -0.30352 -0.48664 -0.16902 -0.4 -0.3 -0.4 0.9907
N 0.15780 -0.97658 -2.25549 -0.1 0.0 -1.3 -0.0784
H -1.17219 -1.38144 0.99754 -0.1 0.0 -0.1 -0.0794
H 0.22843 3.38422 0.86056 0.0 0.1 0.1 0.0183
H -1.35188 2.87926 1.60175 0.5 -0.1 -0.6 0.0370
H -0.26268 1.63183 0.70424 -0.8 2.1 0.0 -0.0465
H -1.17954 3.03078 -0.20225 0.3 -0.3 0.5 0.0253
H -0.15708 -1.91595 -2.53787 0.1 0.4 0.3 0.0825
H 1.18092 -1.01670 -2.36661 -0.4 0.0 0.1 0.0764
H -0.20231 -0.31145 -2.96342 0.2 -0.5 0.4 0.0877
C 2.69367 -2.21456 2.80052 0.2 -0.3 0.3 -0.0253
N 2.23905 -1.94160 1.44124 -1.3 0.8 0.0 -0.1144
C 1.58398 -0.62849 1.17806 1.9 -0.5 1.1 -0.1762
C 1.90565 -2.92681 0.57763 -0.2 0.6 -1.4 -0.4708
C 2.19125 -4.35126 0.90082 0.3 -0.3 -0.1 0.0270
O 1.38725 -2.60308 -0.51827 -0.1 -0.3 0.9 -0.0812
H 3.11002 -1.30080 3.23367 0.0 -0.2 -0.1 0.0967
H 3.48840 -2.97885 2.76346 -0.4 0.5 0.1 0.0959
H 1.88402 -2.57758 3.46046 0.3 0.2 -0.3 0.1126
H 1.65286 -0.34540 0.09574 0.6 0.0 0.6 0.0520
H 0.54583 -0.60596 1.59865 -0.2 -0.2 0.3 0.0109
H 2.12485 0.11848 1.77446 -0.1 0.0 -0.5 0.1200
H 1.39176 -4.76234 1.52181 0.0 0.1 0.0 0.1117
H 2.24835 -4.91729 -0.02675 -0.1 0.1 0.0 0.0989
H 3.13427 -4.47475 1.43071 -0.1 0.0 0.0 0.0834
```
Forces are in eV/Å.

Output
Multiplicity: 3
LUMO level (alpha / beta) in eV: -3.684 / -3.760
Total charge: +1
Frontier orbital gap (alpha / beta) in eV: 7.10 / 6.88
Energy relative to the best compared isomer or geometry (same formula, charge and spin) in eV: 0.225
Strongest force on any atom in eV Å⁻¹: 2.270
Total energy in eV: -12301.9282

=====

(3)
Molecular formula: C5H17N3O2
Method: DFT, ωB97M-V/def2-TZVPD

XYZ file:
```
27
Properties=species:S:1:pos:R:3:forces:R:3:lowdin_charge:R:1
C -1.57862 -2.14972 -1.21675 -0.2 -1.2 -0.7 -0.0944
C -1.14018 -1.28522 -0.04187 -0.5 2.2 -1.4 -0.4086
N -1.96245 -1.44853 1.17750 1.6 -0.7 -0.9 0.0331
C -1.12632 0.27128 -0.49941 -0.5 -1.3 1.2 -0.1226
C 0.24925 0.82077 -0.48334 0.6 1.1 -0.5 -0.3400
N 1.00123 0.63948 -1.73500 -0.6 -0.7 -0.1 0.0460
C 0.72598 1.49394 0.57563 0.5 0.4 0.2 -0.1634
N 1.93629 2.09922 0.86920 -0.3 -0.6 -0.9 0.0678
H -1.06507 -3.10806 -1.18620 0.0 -0.4 0.4 0.0668
H -1.30764 -1.83975 -2.24868 -0.3 0.6 0.7 0.0778
H -2.63983 -2.40123 -1.17690 -0.1 0.3 -0.2 0.0742
H -0.14089 -1.64788 0.14922 0.5 0.5 0.5 0.1201
H -2.23094 -2.41882 1.04542 -1.0 0.3 1.1 0.0713
H -2.69346 -0.75970 1.25128 -0.5 -0.5 -0.3 0.0662
H -1.80127 0.80577 0.20993 0.5 -0.2 -0.5 0.1119
H -1.53922 0.39078 -1.51821 0.0 -0.2 0.5 0.1092
H 0.69541 -0.26411 -2.11076 0.6 -0.2 0.4 0.0725
H 0.60786 1.19711 -2.49197 0.0 0.8 0.4 0.0856
H 0.08884 1.60387 1.44222 -0.6 0.0 -0.5 0.0850
H 2.72221 2.01801 0.20360 -0.5 0.3 0.7 0.0505
H 1.87468 2.79518 1.58865 0.5 0.0 -0.2 0.0813
O -0.13780 0.16636 3.44461 0.0 0.0 0.5 -0.0635
H -0.84120 -0.30273 2.98176 0.0 -0.1 -0.3 0.0004
H 0.04462 0.96733 2.94883 -0.1 -0.3 0.1 -0.0147
O 3.71028 1.04695 -0.92276 0.3 0.0 -0.6 -0.0827
H 3.48037 0.17031 -0.60722 0.1 -0.2 0.3 0.0465
H 3.06786 1.13938 -1.64879 0.0 0.0 0.2 0.0238
```
Forces are in eV/Å.

Output
Structure (SMILES): C[C@H](N)C/C(N)=C/N.O.O
LUMO level in eV: 0.673
Frontier orbital gap in eV: 8.38
Energy relative to the best compared isomer or geometry (same formula, charge and spin) in eV: 1.131
Strongest force on any atom in eV Å⁻¹: 2.613
Total energy in eV: -14024.8286

=====

(4)
Molecular formula: C5H17N4
Method: DFT, ωB97M-V/def2-TZVPD

XYZ file:
```
26
Properties=species:S:1:pos:R:3:forces:R:3:lowdin_charge:R:1
C -2.01871 -1.24432 0.17174 0.2 0.1 0.0 -0.0510
C 0.25819 -0.78226 -2.45594 0.1 -0.8 -0.1 -0.1422
C 2.23385 1.21745 0.11188 -0.2 0.4 -0.1 -0.0540
C -0.57539 1.12625 2.16799 0.0 -0.2 0.3 -0.0500
C -0.52733 -1.22480 0.46294 -0.6 -0.6 0.3 -0.1705
N -0.10346 0.33229 -1.66777 0.0 1.4 2.8 0.0654
N 1.45917 0.02087 0.39411 0.8 -0.3 0.5 -0.0225
N -0.56009 1.14599 0.70470 -0.3 0.9 0.1 -0.0313
N 0.10626 0.07657 0.15331 -0.1 -0.9 -3.8 -0.2468
H -2.52781 -0.41138 0.64538 -0.1 0.0 0.1 0.0777
H -2.22980 -1.21740 -0.89364 0.0 0.0 -0.1 0.0710
H -2.43488 -2.16896 0.56305 0.0 -0.1 0.0 0.0962
H 1.31016 -1.02892 -2.30465 0.0 -0.1 -0.1 0.0888
H -0.36909 -1.67700 -2.37466 0.0 0.0 0.1 0.0846
H 0.16666 -0.41153 -3.48412 0.1 0.0 0.0 0.1183
H 1.97465 1.64930 -0.85806 0.1 0.0 0.0 0.0856
H 2.08582 1.95399 0.90160 0.1 0.0 0.0 0.0852
H 3.28403 0.93802 0.10638 0.0 -0.1 0.1 0.1021
H -1.34379 0.44149 2.52215 0.0 0.0 0.0 0.0842
H 0.38802 0.83630 2.59419 0.0 0.0 0.0 0.0914
H -0.82744 2.12343 2.51635 0.0 0.0 -0.1 0.1028
H -0.01443 -1.98908 -0.12664 0.1 0.2 0.1 0.1220
H -0.34334 -1.44136 1.51827 0.1 0.1 -0.1 0.1328
H -1.09912 0.53941 -1.70236 -0.1 -0.1 0.2 0.0957
H 1.87150 -0.81293 -0.00882 -0.3 0.0 0.0 0.1335
H -0.16362 2.00858 0.34264 0.0 -0.2 -0.1 0.1310
```
Forces are in eV/Å.

Output
LUMO level in eV: -3.775
Total charge: +1
Frontier orbital gap in eV: 9.86
Energy relative to the best compared isomer or geometry (same formula, charge and spin) in eV: 2.144
Strongest force on any atom in eV Å⁻¹: 3.877
Total energy in eV: -11411.1935

=====

(5)
Molecular formula: C5H17N4
Method: DFT, ωB97M-V/def2-TZVPD

XYZ file:
```
26
Properties=species:S:1:pos:R:3:forces:R:3:lowdin_charge:R:1
C -1.03033 -2.48002 0.86522 -1.4 -1.5 1.1 -0.0923
C 3.53346 -0.95817 0.39397 2.7 0.9 0.0 -0.0135
C -1.76658 -1.25537 0.25664 2.5 1.3 3.3 -0.1515
C 3.09997 0.22932 -0.33690 1.3 0.8 4.1 -0.1249
C -0.74341 -0.13870 -0.04761 -2.0 1.7 0.4 -0.4588
N -3.58031 2.53743 -1.17312 -0.9 -0.3 2.9 0.0321
N 3.01503 1.39560 0.23833 -2.6 0.1 -4.4 0.2090
N 0.50430 -0.29999 -0.14916 1.6 1.4 -0.9 0.0966
N -1.27465 1.15988 -0.05927 -2.2 -2.1 0.6 0.0909
H -1.24680 -2.64431 2.01525 0.6 0.6 -2.3 0.1165
H -1.37333 -3.45440 0.38772 0.5 1.3 0.5 0.0905
H 0.04150 -2.35774 0.67670 -0.4 -0.6 0.5 0.0274
H 4.61856 -1.30662 0.07812 -2.4 0.5 0.5 0.1662
H 2.76793 -1.66794 0.23991 -0.5 -1.3 -0.3 0.0673
H 3.50807 -0.65979 1.42696 0.3 -0.4 0.7 0.0889
H -2.39167 -0.74975 1.02459 -0.2 -0.7 -0.7 0.1220
H -2.27275 -1.48860 -0.59978 -1.6 -0.5 -2.1 0.0789
H -4.50450 2.24357 -1.40996 -1.1 -0.8 0.5 0.0259
H -3.42864 2.99932 -1.99251 1.5 1.9 -2.8 -0.0177
H 3.27518 1.55064 1.16124 0.1 0.3 2.0 0.1147
H 2.29978 2.02255 -0.27940 2.2 -0.7 1.5 0.1965
H 0.76190 -1.23626 -0.30373 0.1 -1.4 0.1 0.0060
H 3.04794 0.15910 -1.33070 -1.2 0.1 -3.9 0.0996
H -0.77524 1.86954 -0.56285 0.0 0.0 -0.1 0.0704
H -3.72031 3.28115 -0.46025 0.1 -0.6 -0.6 0.0627
H -2.36509 1.24955 -0.05941 3.0 0.1 -0.4 0.0967
```
Forces are in eV/Å.

Output
LUMO level in eV: -4.203
Total charge: +1
Frontier orbital gap in eV: 8.10
Energy relative to the best compared isomer or geometry (same formula, charge and spin) in eV: 0.000
Strongest force on any atom in eV Å⁻¹: 5.122
Total energy in eV: -11413.3379

=====

(6)
Molecular formula: C5H17NO2
Method: DFT, ωB97M-V/def2-TZVPD

XYZ file:
```
25
Properties=species:S:1:pos:R:3:forces:R:3:lowdin_charge:R:1
C 2.14422 0.13178 -0.35153 1.0 0.5 0.6 -0.0862
C 1.09535 -0.42852 0.56633 -1.0 -0.3 1.2 -0.4004
C 1.41077 -1.84480 1.12216 0.7 0.4 -0.7 -0.0577
C -0.32843 -0.36896 -0.02832 0.1 -1.1 -0.7 -0.4350
C -1.46307 -0.91270 0.84844 0.3 0.2 -0.3 -0.0729
N -0.38312 -1.11878 -1.30334 -0.4 0.2 -0.1 0.0471
H 1.85353 1.10669 -0.73903 -0.2 -0.1 -0.6 0.0786
H 2.54941 -0.55476 -1.08850 -0.6 0.0 -0.5 0.0771
H 3.04448 0.36037 0.22285 0.0 0.0 0.3 0.0763
H 1.01404 0.20232 1.45396 0.3 0.4 0.0 0.1240
H 2.42213 -2.17661 0.86377 -0.1 0.1 -0.3 0.0735
H 1.42225 -1.87301 2.20926 -0.6 -0.1 0.0 0.0751
H 0.71843 -2.54276 0.66319 -0.1 -0.4 0.4 0.0605
H -0.62514 0.65508 -0.22181 0.4 0.3 -0.2 0.0809
H -1.47681 -1.99669 0.83617 0.2 -0.2 0.4 0.0680
H -1.45855 -0.49282 1.85378 0.1 -0.2 0.1 0.0777
H -2.38464 -0.61600 0.36331 -0.2 0.1 0.0 0.0680
H -0.16411 -0.57179 -2.12494 0.2 0.1 0.1 0.0649
H 0.23248 -1.92033 -1.28871 0.0 0.0 0.0 0.0629
O -2.16528 2.21878 0.49058 0.5 0.0 -0.2 -0.0382
H -2.88341 2.60485 0.98261 -0.5 0.2 0.3 0.0423
H -1.36863 2.60231 0.87689 -0.1 0.0 0.0 0.0551
O -0.90324 2.56699 -2.40513 0.3 0.4 -0.6 -0.0514
H -0.86648 1.76953 -1.88240 -0.2 -0.2 0.4 -0.0144
H -1.43616 3.19984 -1.91959 -0.1 -0.2 0.2 0.0239
```
Forces are in eV/Å.

Output
Structure (SMILES): CC(C)[C@H](C)N.O.O
LUMO level in eV: 0.413
Frontier orbital gap in eV: 9.38
Energy relative to the best compared isomer or geometry (same formula, charge and spin) in eV: 0.672
Strongest force on any atom in eV Å⁻¹: 1.629
Total energy in eV: -11045.5849

=====

Which of these has the highest energy relative to the best compared isomer or geometry (same formula, charge and spin)? C5H17N2O3